No. 1
The following is a DFT calculation (ωB97M-V/def2-TZVPD) of C24H44BN2NiP2S as an isolated structure.

Positions of all 75 atoms, in Å:
Ni  0.049  0.424  -1.048
C  1.847  -2.129  0.709
C  2.940  -1.419  -0.095
C  3.205  -2.269  -1.337
C  4.196  -1.381  0.786
P  2.159  0.254  -0.613
C  2.414  1.246  0.980
N  1.115  1.191  1.591
B  -0.042  1.112  0.684
N  -1.161  0.961  1.624
C  -2.478  0.723  1.127
P  -2.214  -0.098  -0.548
C  -2.594  -1.901  -0.126
C  -1.757  -2.217  1.123
C  -2.036  -2.759  -1.266
C  -4.037  -2.307  0.158
C  -3.675  0.582  -1.552
C  -3.367  2.039  -1.915
C  -5.035  0.563  -0.836
C  -3.789  -0.216  -2.853
C  -0.745  1.295  2.880
C  -1.444  1.449  4.062
C  -0.733  1.770  5.225
C  0.639  1.914  5.204
C  1.367  1.743  4.020
C  0.683  1.442  2.858
C  3.359  1.065  -1.847
C  4.846  0.870  -1.533
C  3.053  0.492  -3.232
C  3.097  2.577  -1.889
H  2.229  -3.089  1.072
H  0.978  -2.306  0.077
H  1.528  -1.536  1.568
H  3.314  -3.317  -1.041
H  4.118  -1.979  -1.856
H  2.367  -2.202  -2.035
H  4.659  -2.373  0.797
H  3.939  -1.143  1.819
H  4.949  -0.671  0.455
H  2.708  2.278  0.753
H  3.193  0.795  1.599
H  -3.071  1.644  1.038
H  -3.039  0.033  1.768
H  -0.759  -1.786  1.047
H  -1.659  -3.302  1.225
H  -2.214  -1.842  2.038
H  -0.979  -2.532  -1.424
H  -2.557  -2.594  -2.209
H  -2.138  -3.819  -1.009
H  -4.501  -1.682  0.921
H  -4.048  -3.338  0.524
H  -4.655  -2.274  -0.739
H  -3.469  2.695  -1.051
H  -4.086  2.359  -2.676
H  -2.348  2.166  -2.275
H  -4.960  0.893  0.201
H  -5.508  -0.417  -0.851
H  -5.710  1.258  -1.346
H  -2.838  -0.228  -3.389
H  -4.538  0.249  -3.500
H  -4.100  -1.246  -2.674
H  -2.523  1.340  4.080
H  -1.273  1.913  6.154
H  1.165  2.168  6.116
H  2.444  1.862  4.009
H  5.165  -0.166  -1.634
H  5.086  1.215  -0.527
H  5.439  1.469  -2.231
H  3.355  -0.550  -3.330
H  3.591  1.068  -3.990
H  1.984  0.564  -3.442
H  3.606  3.088  -1.071
H  2.032  2.798  -1.817
H  3.502  2.976  -2.823
S  -0.242  2.546  -0.662

Output
ΔE to the lowest compared entry with this formula, charge and spin: 0.725 eV
spin multiplicity: 1
total charge: -1
frontier orbital gap: 5.56 eV

No. 2
The following is a DFT calculation (ωB97M-V/def2-TZVPD) of C17H17N6O6RuS as an isolated structure.

Positions of all 48 atoms, in Å:
Ru  0.135  0.433  -0.176
O  -2.167  -4.833  -2.541
C  -1.701  -3.762  -1.872
C  -0.434  -3.730  -1.286
C  -0.055  -2.587  -0.621
N  -0.851  -1.533  -0.526
C  -2.048  -1.544  -1.096
C  -2.525  -2.639  -1.775
C  -2.816  -0.235  -0.916
O  -4.007  -0.222  -1.171
O  -2.080  0.718  -0.486
C  1.309  -2.393  0.028
O  2.103  -3.319  0.003
O  1.464  -1.236  0.552
H  -1.528  -5.552  -2.503
H  0.266  -4.555  -1.334
H  -3.510  -2.622  -2.220
O  0.831  0.056  -2.325
N  2.108  -0.255  -2.441
C  2.465  -1.078  -3.450
C  3.767  -1.449  -3.651
C  4.742  -0.970  -2.778
C  4.369  -0.124  -1.761
C  3.031  0.247  -1.587
S  2.560  1.318  -0.329
H  1.637  -1.410  -4.057
H  4.011  -2.117  -4.463
H  5.776  -1.266  -2.886
H  5.082  0.259  -1.046
C  -2.493  6.464  0.201
C  -1.321  6.824  -0.714
C  -1.660  6.517  -2.174
C  -0.033  6.129  -0.232
N  -0.065  4.681  -0.359
C  0.018  3.906  -1.460
N  -0.101  2.664  -1.083
N  -0.258  2.702  0.249
N  -0.212  3.893  0.706
H  -3.431  6.803  -0.238
H  -2.387  6.930  1.181
H  -2.562  5.383  0.341
H  -1.123  7.896  -0.636
H  -2.058  5.507  -2.280
H  -0.788  6.628  -2.824
H  -2.425  7.206  -2.528
H  0.111  6.327  0.828
H  0.835  6.496  -0.780
H  0.180  4.250  -2.464

Output
ΔE to the lowest compared entry with this formula, charge and spin: 4.244 eV
spin multiplicity: 2
total charge: 0
frontier orbital gap (alpha / beta): 6.74 / 7.45 eV

No. 3
The following is a DFT calculation (ωB97M-V/def2-TZVPD) of a 2-piece molecular cluster, C3H8NO overall.

Positions of all 13 atoms, in Å:
C  -0.741  -1.101  -2.034
C  -1.131  -1.115  -0.729
N  -1.038  -0.075  0.152
H  -0.353  -0.191  -2.471
H  -0.846  -2.001  -2.632
H  -1.604  -2.039  -0.353
H  -0.071  1.038  0.843
H  -1.940  -0.048  0.633
C  1.814  0.636  1.128
O  0.748  1.528  1.195
H  2.518  0.891  0.325
H  2.338  0.628  2.098
H  1.496  -0.395  0.949

Output
ΔE to the lowest compared entry with this formula, charge and spin: 0.691 eV
spin multiplicity: 1
total charge: -1
frontier orbital gap: 6.72 eV

No. 4
The following is a DFT calculation (ωB97M-V/def2-TZVPD) of an isolated ion of composition C13H21ClNO2 and charge +1.

Positions of all 38 atoms, in Å:
C  -3.277  -1.982  -0.700
C  -2.286  -0.960  -0.180
C  -0.970  -1.163  0.148
C  -0.251  -0.331  0.721
O  0.961  -0.306  1.130
C  1.431  -1.728  1.072
C  2.120  -2.471  -0.300
O  2.662  -1.271  -0.761
C  3.970  -0.903  -0.278
C  3.925  0.824  -0.435
N  2.575  1.351  -0.322
C  1.708  1.675  -1.296
C  2.808  2.609  0.554
C  -0.767  0.807  0.830
C  -2.144  1.215  0.686
C  -2.995  0.217  0.219
Cl  -4.543  0.789  -0.502
H  -4.163  -1.932  -0.121
H  -3.654  -1.640  -1.931
H  -2.813  -2.911  -0.637
H  -0.810  -2.323  -0.001
H  0.811  -2.490  1.547
H  2.306  -1.906  1.904
H  1.315  -2.508  -0.820
H  2.763  -3.153  -0.157
H  3.956  -1.016  0.821
H  4.906  -1.091  -0.887
H  4.732  1.335  0.030
H  4.158  0.972  -1.721
H  2.120  0.595  0.392
H  0.810  1.999  -1.128
H  2.223  2.406  -1.887
H  1.771  0.823  -2.261
H  1.742  2.801  0.759
H  3.335  3.497  -0.012
H  3.133  2.347  1.627
H  -0.125  1.665  1.465
H  -2.528  2.317  0.727

Output
ΔE to the lowest compared entry with this formula, charge and spin: 11.328 eV
spin multiplicity: 1
total charge: +1
frontier orbital gap: 9.35 eV

No. 5
The following is a DFT calculation (ωB97M-V/def2-TZVPD) of C39H45N6NiO6PS2 as an isolated structure.

Positions of all 100 atoms, in Å:
Ni  0.117  -0.680  -0.345
O  3.135  -6.434  -2.859
C  1.771  -6.169  -3.134
C  1.297  -5.009  -2.307
C  -0.044  -4.641  -2.335
C  -0.447  -3.527  -1.628
N  0.386  -2.781  -0.901
C  1.663  -3.160  -0.836
C  2.160  -4.260  -1.530
C  2.535  -2.301  -0.004
C  3.697  -2.797  0.576
C  4.463  -1.978  1.387
C  5.714  -2.477  2.066
O  5.760  -3.883  2.219
C  4.034  -0.671  1.567
C  2.871  -0.255  0.951
N  2.109  -1.042  0.186
H  3.464  -7.065  -3.504
H  1.150  -7.044  -2.908
H  1.625  -5.921  -4.192
H  -0.765  -5.196  -2.922
H  -1.477  -3.195  -1.662
H  3.209  -4.510  -1.501
H  3.987  -3.827  0.420
H  5.825  -1.968  3.029
H  6.583  -2.217  1.459
H  5.002  -4.155  2.749
H  4.560  0.009  2.225
H  2.496  0.742  1.111
C  -0.006  4.605  3.284
N  -0.415  3.356  2.661
C  -1.621  2.768  3.234
C  0.093  2.906  1.521
N  -0.697  2.224  0.638
N  1.371  3.078  1.188
C  1.783  2.958  -0.215
C  2.420  3.307  2.172
H  -0.886  5.247  3.351
H  0.738  5.114  2.681
H  0.387  4.420  4.284
H  -1.476  2.714  4.311
H  -1.758  1.758  2.856
H  -2.491  3.383  2.998
H  -0.424  1.217  0.359
H  1.445  3.820  -0.792
H  1.397  2.042  -0.661
H  2.870  2.924  -0.239
H  2.052  3.088  3.170
H  2.794  4.332  2.132
H  3.246  2.627  1.961
O  1.003  1.900  5.129
S  1.366  0.604  4.596
O  2.768  0.273  4.655
N  0.785  0.421  3.087
C  -0.105  -0.557  3.012
S  -0.912  -1.067  1.635
C  -0.395  -1.205  4.336
C  -1.280  -2.229  4.633
C  -1.356  -2.673  5.946
C  -0.561  -2.113  6.944
C  0.328  -1.088  6.650
C  0.380  -0.657  5.339
H  -1.885  -2.662  3.847
H  -2.042  -3.471  6.200
H  -0.637  -2.483  7.959
H  0.955  -0.646  7.412
C  -0.339  1.642  -2.929
P  -0.607  -0.035  -2.197
C  0.140  -1.024  -3.576
C  1.531  -1.152  -3.551
C  2.199  -1.913  -4.495
C  1.484  -2.583  -5.482
C  0.102  -2.477  -5.511
C  -0.564  -1.703  -4.567
C  -2.409  -0.278  -2.548
C  -3.126  -1.052  -1.639
C  -4.474  -1.324  -1.833
C  -5.135  -0.801  -2.935
C  -4.439  -0.013  -3.842
C  -3.087  0.239  -3.651
H  -0.764  1.756  -3.926
H  0.738  1.801  -3.003
H  -0.757  2.405  -2.271
H  2.085  -0.671  -2.750
H  3.278  -2.000  -4.453
H  2.002  -3.185  -6.218
H  -0.466  -3.001  -6.270
H  -1.644  -1.649  -4.601
H  -2.607  -1.417  -0.757
H  -5.010  -1.932  -1.114
H  -6.188  -1.003  -3.086
H  -4.948  0.400  -4.704
H  -2.560  0.839  -4.384
C  -3.941  2.263  -0.813
O  -2.673  1.824  -0.303
C  -1.933  2.744  0.304
O  -2.261  3.893  0.500
H  -4.583  1.388  -0.808
H  -3.811  2.615  -1.836
H  -4.347  3.056  -0.193

Output
ΔE to the lowest compared entry with this formula, charge and spin: 0.000 eV
spin multiplicity: 1
total charge: 0
frontier orbital gap (alpha / beta): 6.30 / 6.30 eV

No. 6
The following is a DFT calculation (ωB97M-V/def2-TZVPD) of a 2-piece molecular cluster, CN2O2 overall.

Positions of all 5 atoms, in Å:
O  -0.257  1.052  -0.147
C  0.418  1.747  -0.812
O  0.968  2.293  -1.620
N  -0.657  -3.063  1.293
N  -0.486  -1.981  1.272

Output
ΔE to the lowest compared entry with this formula, charge and spin: 0.178 eV
spin multiplicity: 1
total charge: 0
frontier orbital gap: 13.47 eV

No. 7
The following is a DFT calculation (ωB97M-V/def2-TZVPD) of a 2-piece molecular cluster, C4H14N2O overall.

Positions of all 21 atoms, in Å:
N  0.820  0.174  0.911
C  -1.435  1.955  -0.197
C  -0.175  1.477  -0.928
C  0.365  0.117  -0.461
C  1.654  -0.281  -1.361
N  2.291  -1.464  -0.826
H  0.277  -0.356  1.579
H  1.802  0.090  1.096
H  -2.196  1.161  -0.090
H  -1.311  2.290  0.837
H  -1.911  2.811  -0.694
H  0.608  2.189  -0.643
H  -0.313  1.390  -2.000
H  -0.353  -0.716  -0.546
H  1.210  -0.579  -2.315
H  2.302  0.605  -1.336
H  1.725  -2.292  -0.757
H  2.864  -1.273  -0.023
H  -2.992  -2.048  1.856
H  -2.781  -2.717  3.403
O  -2.453  -2.533  2.497

Output
ΔE to the lowest compared entry with this formula, charge and spin: 0.673 eV
spin multiplicity: 2
total charge: -1
frontier orbital gap (alpha / beta): 2.50 / 9.22 eV

No. 8
The following is a DFT calculation (ωB97M-V/def2-TZVPD) of C38H27BrN2O4PdS5Te as an isolated structure.

Positions of all 79 atoms, in Å:
Pd  -0.778  -0.078  -2.256
C  1.043  -2.619  4.465
C  0.473  -1.942  3.229
C  -0.647  -1.119  3.283
C  -1.178  -0.508  2.162
C  -2.319  0.455  2.330
O  -2.291  1.557  1.882
C  -3.563  0.059  3.154
C  -3.885  -1.248  3.484
C  -5.029  -1.534  4.240
C  -5.865  -0.510  4.661
C  -5.566  0.805  4.309
C  -4.420  1.081  3.558
C  -0.610  -0.719  0.847
O  -1.249  -0.290  -0.166
C  0.619  -1.479  0.812
C  1.073  -2.083  1.984
C  1.467  -1.628  -0.429
N  1.172  -1.124  -1.564
C  2.084  -1.265  -2.739
C  3.133  -0.127  -2.850
Te  2.230  1.816  -2.680
C  2.734  1.990  -0.638
C  4.069  2.194  -0.261
C  4.420  2.258  1.092
C  3.436  2.113  2.077
C  2.104  1.921  1.705
C  1.744  1.870  0.347
C  2.779  -2.396  -0.240
C  2.936  -3.687  -0.724
C  4.169  -4.343  -0.622
C  5.251  -3.712  -0.016
C  5.090  -2.427  0.501
C  3.857  -1.775  0.387
H  0.371  -2.486  5.327
H  2.031  -2.208  4.745
H  1.177  -3.704  4.307
H  -1.100  -0.914  4.261
H  -3.255  -2.060  3.127
H  -5.267  -2.564  4.493
H  -6.754  -0.734  5.249
H  -6.226  1.616  4.616
H  -4.162  2.098  3.260
H  1.965  -2.703  1.929
H  1.455  -1.238  -3.609
H  2.597  -2.214  -2.744
H  3.641  -0.181  -3.822
H  3.879  -0.186  -2.052
H  4.834  2.304  -1.030
H  5.462  2.411  1.376
H  3.710  2.144  3.135
H  1.330  1.791  2.467
H  0.697  1.724  0.052
H  2.081  -4.188  -1.181
H  4.280  -5.350  -1.024
H  6.215  -4.221  0.057
H  5.918  -1.926  0.998
H  3.720  -0.772  0.795
S  -2.536  -3.944  -8.347
C  -2.085  -3.103  -6.963
S  -2.229  -3.698  -5.373
C  -1.589  -2.333  -4.476
C  -1.207  -1.307  -5.232
S  -0.497  0.204  -4.672
S  -1.439  -1.529  -6.954
S  -1.509  -2.440  -2.729
Br  -1.196  7.789  -2.148
C  -2.261  6.217  -2.017
C  -3.633  6.350  -1.906
N  -4.440  5.281  -1.823
C  -3.858  4.062  -1.859
C  -2.488  3.861  -1.951
C  -1.669  4.967  -2.026
C  -1.901  2.459  -1.937
O  -2.596  1.546  -2.430
O  -0.741  2.310  -1.432
H  -4.097  7.336  -1.880
H  -4.512  3.195  -1.813
H  -0.597  4.834  -2.084

Output
ΔE to the lowest compared entry with this formula, charge and spin: 1.491 eV
spin multiplicity: 1
total charge: -2
frontier orbital gap (alpha / beta): 5.37 / 5.37 eV